{
  "formula": "C17H36N2O6S3",
  "method": "ωB97M-V/def2-TZVPD",
  "multiplicity": 1,
  "e_homo_ha": -0.3292,
  "orbital_gap_ev": 8.8,
  "relative_energy_kcal_mol": 76.04,
  "elements": ["C", "C", "O", "C", "O", "O", "H", "H", "H", "H", "C", "C", "C", "C", "N", "H", "H", "H", "H", "H", "H", "H", "C", "C", "C", "C", "N", "H", "H", "H", "H", "H", "H", "H", "C", "S", "O", "C", "H", "H", "H", "H", "H", "H", "C", "S", "O", "C", "H", "H", "H", "H", "H", "H", "C", "S", "O", "C", "H", "H", "H", "H", "H", "H"],
  "coordinates": [[-13.3942, 30.7295, -18.8468], [-12.3221, 30.0129, -19.5926], [-12.9937, 28.8925, -20.2669], [-14.3218, 29.1942, -20.2430], [-15.1913, 28.7074, -21.0290], [-14.5372, 30.3535, -19.4832], [-13.0907, 31.7763, -18.8600], [-13.5127, 30.3889, -17.8182], [-11.5574, 29.6263, -18.9189], [-11.8409, 30.5461, -20.4125], [-12.9421, 33.9113, -22.9504], [-12.6007, 33.0381, -21.7120], [-11.1326, 32.6695, -21.8574], [-10.7766, 31.8615, -23.0652], [-10.5247, 31.1801, -24.0225], [-13.9470, 34.3331, -22.9666], [-12.9501, 33.2657, -23.8286], [-12.1656, 34.6740, -23.0077], [-13.2766, 32.2111, -21.4947], [-12.8182, 33.6378, -20.8282], [-10.7471, 32.0772, -21.0275], [-10.4166, 33.4717, -22.0358], [-6.4117, 36.8962, -16.9738], [-4.9490, 36.8693, -16.1867], [-4.5040, 38.2909, -15.7017], [-5.3413, 38.7218, -14.5495], [-6.0595, 39.0675, -13.6829], [-7.2482, 37.4209, -16.5122], [-6.8622, 36.0195, -17.4390], [-6.2566, 37.5492, -17.8327], [-4.1770, 36.5400, -16.8822], [-4.9320, 36.1278, -15.3880], [-4.6773, 38.9533, -16.5498], [-3.4466, 38.3092, -15.4378], [-10.8293, 29.8116, -13.7741], [-10.4939, 31.0415, -12.5045], [-11.4574, 32.1791, -12.6568], [-11.2035, 30.2055, -11.1135], [-10.5568, 29.8931, -14.8263], [-11.8978, 29.6365, -13.6479], [-10.3947, 28.8361, -13.5560], [-10.5277, 29.3991, -10.8287], [-12.1592, 29.7604, -11.3903], [-11.2309, 31.0887, -10.4753], [-9.9852, 32.0467, -16.9743], [-8.6393, 31.2990, -17.9993], [-9.1716, 31.0042, -19.4263], [-7.8045, 32.9401, -18.3564], [-10.4454, 32.9954, -17.2503], [-9.5729, 32.4580, -16.0529], [-10.8532, 31.4494, -16.6954], [-7.0855, 32.7954, -19.1628], [-7.1577, 33.2956, -17.5543], [-8.6100, 33.5472, -18.7696], [-5.8104, 28.9628, -23.6249], [-5.3795, 30.7512, -23.3699], [-5.9331, 31.3264, -24.6984], [-6.4699, 30.9159, -21.9114], [-5.2526, 28.3044, -22.9590], [-5.3940, 28.5937, -24.5621], [-6.8807, 28.7567, -23.6295], [-7.4499, 30.4389, -21.9039], [-6.5020, 32.0041, -21.9647], [-5.7952, 30.6519, -21.0971]]
}


{
  "formula": "C3H5NO",
  "method": "ωB97M-V/def2-TZVPD",
  "smiles": "C=CNC=O",
  "multiplicity": 1,
  "e_homo_ha": -0.3338,
  "orbital_gap_ev": 10.0,
  "relative_energy_kcal_mol": 11.92,
  "elements": ["C", "C", "C", "H", "H", "H", "H", "H", "N", "O"],
  "coordinates": [[-1.8136, -0.2471, 0.0528], [-0.5305, -0.5052, -0.0919], [1.8381, 0.2850, 0.0066], [-2.5445, -1.0723, 0.0029], [-2.1776, 0.8024, 0.2687], [-0.1572, -1.5095, -0.1409], [0.1367, 1.4362, -0.1091], [2.4825, 1.1569, 0.0106], [0.4537, 0.4950, -0.0465], [2.3123, -0.8414, 0.0469]]
}


{
  "formula": "C24H38CoN9O2",
  "method": "ωB97M-V/def2-TZVPD",
  "multiplicity": 2,
  "e_homo_ha": [-0.3836, -0.3827],
  "orbital_gap_ev": [8.3, 8.2],
  "relative_energy_kcal_mol": 0.00,
  "charge": 1,
  "s2": 0.77,
  "elements": ["Co", "N", "C", "C", "C", "N", "C", "C", "N", "C", "H", "H", "H", "H", "H", "H", "H", "H", "H", "H", "H", "H", "H", "H", "H", "H", "C", "N", "C", "C", "C", "C", "C", "N", "C", "C", "C", "C", "C", "C", "H", "H", "H", "H", "H", "H", "H", "H", "H", "H", "H", "O", "C", "O", "H", "C", "C", "C", "C", "N", "C", "N", "N", "N", "H", "H", "H", "H", "H", "H", "H", "H", "H", "H"],
  "coordinates": [[0.4558, 0.1428, -0.2474], [0.2672, -3.0097, 1.5610], [-0.2903, -3.0407, 2.9213], [0.0401, -1.7540, 3.6731], [-0.6516, -0.4899, 3.1684], [0.0132, 0.1492, 2.0023], [-2.1342, -0.7224, 2.8978], [-2.4580, -2.0052, 2.1523], [-1.9780, -1.9265, 0.7330], [-1.8037, -3.2186, 2.8003], [1.1650, -2.5425, 1.5225], [-0.9770, -2.2223, 0.7360], [0.3929, -3.9371, 1.1730], [0.1106, -3.8763, 3.5025], [1.1239, -1.6037, 3.7047], [-0.2770, -1.8968, 4.7094], [-0.6088, 0.2293, 3.9925], [0.9430, 0.4167, 2.3196], [-0.4957, 1.0266, 1.8408], [-2.5637, 0.1480, 2.3956], [-2.6397, -0.8032, 3.8633], [-3.5400, -2.1287, 2.1267], [-2.0242, -0.9744, 0.3214], [-2.4819, -2.5726, 0.1291], [-2.0278, -4.1244, 2.2299], [-2.2423, -3.3539, 3.7913], [3.4722, 0.4976, 0.3739], [2.3668, -0.3462, -0.0570], [2.6469, -1.4631, -0.6498], [1.5864, -2.1765, -1.2571], [1.4913, -3.3623, -1.9822], [0.1764, -3.4068, -2.4638], [-0.4504, -2.2383, -2.0193], [0.3960, -1.5006, -1.2805], [4.0890, 1.3279, -0.7252], [3.4448, 1.5609, -1.9322], [4.0431, 2.3572, -2.9020], [5.2886, 2.9214, -2.6742], [5.9400, 2.6852, -1.4694], [5.3427, 1.8918, -0.5035], [4.2499, -0.1176, 0.8379], [3.0995, 1.1636, 1.1560], [3.6709, -1.8348, -0.6967], [2.2806, -4.0788, -2.1481], [-0.2616, -4.1616, -3.0960], [-1.4453, -1.8828, -2.2497], [2.4737, 1.1214, -2.1327], [3.5296, 2.5328, -3.8381], [5.7556, 3.5346, -3.4332], [6.9171, 3.1121, -1.2861], [5.8587, 1.7053, 0.4326], [-1.7640, 2.1393, 0.9280], [-2.0341, 1.5366, -0.1048], [-1.4388, 0.4783, -0.5453], [-2.8788, 1.8744, -0.7243], [-1.2653, 6.2253, 0.4601], [-0.1024, 6.0656, 1.4341], [-0.4814, 5.1522, 2.5968], [1.1639, 5.5961, 0.7230], [1.0313, 4.2374, 0.1833], [1.1531, 3.0614, 0.7811], [0.8694, 2.1283, -0.0924], [0.5765, 2.7655, -1.2535], [0.6734, 4.0271, -1.0920], [-2.1460, 6.6012, 0.9807], [-1.5341, 5.2655, 0.0132], [-1.0254, 6.9206, -0.3454], [0.1610, 7.0483, 1.8368], [-0.8765, 4.1976, 2.2372], [-1.2644, 5.6162, 3.1962], [0.3669, 4.9639, 3.2615], [2.0233, 5.5973, 1.3928], [1.3907, 6.2277, -0.1336], [1.4136, 2.9264, 1.8162]]
}


{
  "formula": "C39H63BCl48N3O8",
  "method": "ωB97M-V/def2-TZVPD",
  "multiplicity": 1,
  "e_homo_ha": -0.3958,
  "orbital_gap_ev": 8.5,
  "charge": 1,
  "elements": ["C", "C", "C", "O", "C", "C", "C", "C", "C", "O", "C", "O", "N", "C", "N", "C", "B", "O", "O", "C", "C", "O", "C", "C", "C", "C", "C", "C", "C", "N", "C", "C", "O", "C", "O", "H", "H", "H", "H", "H", "H", "H", "H", "H", "H", "H", "H", "H", "H", "H", "H", "H", "H", "H", "H", "H", "H", "H", "H", "H", "H", "H", "H", "H", "H", "H", "H", "H", "H", "H", "H", "H", "H", "H", "H", "H", "H", "H", "H", "H", "H", "H", "C", "Cl", "Cl", "Cl", "H", "C", "Cl", "Cl", "Cl", "H", "C", "Cl", "Cl", "Cl", "H", "C", "Cl", "Cl", "Cl", "H", "C", "Cl", "Cl", "Cl", "H", "C", "Cl", "Cl", "Cl", "H", "C", "Cl", "Cl", "Cl", "H", "C", "Cl", "Cl", "Cl", "H", "C", "Cl", "Cl", "Cl", "H", "C", "Cl", "Cl", "Cl", "H", "C", "Cl", "Cl", "Cl", "H", "C", "Cl", "Cl", "Cl", "H", "C", "Cl", "Cl", "Cl", "H", "C", "Cl", "Cl", "Cl", "H", "C", "Cl", "Cl", "Cl", "H", "C", "Cl", "Cl", "Cl", "H"],
  "coordinates": [[3.1475, -5.7063, -0.2754], [1.8493, -4.7225, -0.3925], [2.0914, -3.5438, -1.4493], [1.1266, -2.4502, -1.3549], [0.0158, -2.7743, -2.2049], [-1.2341, -1.8027, -2.1872], [-1.9437, -1.5960, -0.7330], [-1.7550, -2.8178, 0.2708], [-0.6218, -2.5400, 1.4115], [-0.8679, -1.3078, 2.1471], [-1.1556, -1.5432, 3.5134], [-0.7824, -0.6515, 4.3290], [-3.3254, -1.0155, -0.8583], [-3.7322, -0.1219, 0.3164], [-3.8181, -0.8310, 1.6150], [-3.8614, 0.2196, 2.7030], [-4.4355, -2.0476, -1.1263], [-4.1740, -3.3576, -1.6842], [-5.8348, -1.7467, -0.8779], [-6.5295, -2.9241, -0.3619], [-3.4635, -0.0958, -2.0684], [-4.0427, -0.8100, -3.2119], [-2.0925, 0.6741, -2.4296], [-1.0223, -0.3867, -2.9822], [0.4490, 0.2291, -2.8183], [0.8770, 0.6659, -1.3411], [2.4252, 1.1607, -1.4182], [3.4699, 0.1207, -0.7796], [4.1575, 0.8419, 0.4926], [5.5293, 0.3321, 0.7963], [-1.1778, -0.7451, -4.5485], [-1.5311, 0.4796, -5.5116], [-0.4174, 1.3779, -5.8083], [-0.8562, 2.7014, -5.4150], [-1.6431, 3.3297, -6.1726], [3.5334, -6.0476, -1.2876], [2.8590, -6.5845, 0.4195], [3.9231, -5.0998, 0.3293], [1.6492, -4.3647, 0.6789], [0.9680, -5.4224, -0.6640], [3.1130, -3.0722, -1.1853], [2.1281, -4.0196, -2.4919], [-0.3261, -3.8650, -2.0084], [0.4164, -2.7946, -3.2947], [-2.0427, -2.3553, -2.8093], [-1.3124, -0.7457, -0.2547], [-2.6810, -3.0607, 0.9242], [-1.5117, -3.8299, -0.2349], [0.4421, -2.6661, 1.0352], [-0.7870, -3.3987, 2.1745], [-1.7221, -2.4380, 3.9369], [-2.9799, 0.7309, 0.4070], [-4.7810, 0.3450, 0.1572], [-4.6984, -1.3529, 1.7332], [-4.1447, -0.3129, 3.6709], [-4.7359, 0.9278, 2.4466], [-2.8708, 0.7830, 2.7756], [-4.6121, -3.4542, -2.5571], [-6.8214, -3.6055, -1.2373], [-7.4896, -2.5862, 0.1580], [-5.8464, -3.4436, 0.3956], [-4.2277, 0.7512, -1.8693], [-4.3547, -0.1354, -3.8594], [-2.3427, 1.5310, -3.1390], [-1.7811, 1.1839, -1.4365], [0.6182, 1.1548, -3.4917], [1.2389, -0.5369, -3.1817], [0.2773, 1.6124, -1.0468], [0.6847, -0.0987, -0.5190], [2.6574, 1.3380, -2.5374], [2.4776, 2.2081, -0.9310], [4.3212, -0.0032, -1.5550], [3.0437, -0.9115, -0.5542], [4.2765, 1.9621, 0.2202], [3.4410, 0.8163, 1.3922], [5.8991, 0.9299, 1.5638], [6.1694, 0.5497, 0.0053], [-1.9164, -1.5792, -4.7854], [-0.1404, -1.1354, -4.8852], [-1.8227, 0.0078, -6.5301], [-2.4774, 1.0712, -5.2030], [-0.5160, 3.1463, -4.4025], [2.1200, -0.8825, 5.8191], [2.1321, -2.0616, 7.1410], [3.1920, 0.4753, 6.1884], [2.5911, -1.6515, 4.2966], [1.1063, -0.4996, 5.7104], [-0.2132, 3.2960, 2.1454], [-0.5610, 1.5877, 1.8444], [-0.2023, 4.2045, 0.6260], [-1.3903, 3.9813, 3.2732], [0.7753, 3.3685, 2.5957], [-1.2207, 5.0267, 7.4001], [-0.2150, 6.1116, 8.3688], [-2.4283, 5.9473, 6.4886], [-0.2144, 4.0605, 6.3115], [-1.7450, 4.3456, 8.0752], [3.1298, -2.4709, 10.6594], [2.8257, -4.2133, 10.7418], [2.4595, -1.6554, 12.0788], [4.8603, -2.1477, 10.5078], [2.6322, -2.0777, 9.7752], [-2.7720, 5.6245, -2.1830], [-3.0212, 3.8760, -2.0336], [-3.5586, 6.4799, -0.8521], [-1.0447, 6.0040, -2.2321], [-3.2221, 5.9558, -3.1172], [6.3540, -5.7561, -3.0628], [6.5622, -4.3750, -4.1476], [5.8628, -5.2132, -1.4516], [5.1683, -6.8926, -3.7235], [7.3094, -6.2699, -2.9753], [-0.5720, 2.8423, -9.4596], [-1.4009, 4.3140, -9.9852], [-0.9819, 1.4843, -10.5183], [1.1795, 3.0940, -9.4227], [-0.9054, 2.6037, -8.4509], [-0.5966, 2.6766, 10.9317], [0.4492, 3.7246, 11.8981], [-1.8035, 3.6291, 10.0550], [0.3560, 1.7142, 9.7932], [-1.1169, 1.9976, 11.6043], [10.2705, -5.9244, -5.2182], [10.4764, -4.5443, -6.3050], [9.7845, -5.3792, -3.6062], [9.0825, -7.0607, -5.8731], [11.2258, -6.4387, -5.1323], [-4.8936, 10.2774, -2.3618], [-3.5098, 11.2724, -1.8922], [-4.3729, 8.9485, -3.4101], [-5.7254, 9.6528, -0.9306], [-5.5912, 10.8996, -2.9192], [-1.8607, -7.4032, 0.4959], [-0.8725, -7.0303, 1.9157], [-2.4892, -5.9156, -0.2306], [-0.9253, -8.3252, -0.6880], [-2.7046, -8.0117, 0.8155], [-8.2577, 0.6130, 1.6490], [-7.6223, -0.8227, 2.4685], [-7.3837, 0.9042, 0.1370], [-9.9893, 0.4379, 1.3418], [-8.1101, 1.4721, 2.3008], [1.4093, 0.2794, -13.2521], [-0.1133, -0.5945, -13.0307], [2.7849, -0.7526, -12.8356], [1.5531, 0.8668, -14.9144], [1.4108, 1.1387, -12.5835], [5.4428, -5.1147, 8.0762], [4.6019, -3.6231, 7.6313], [4.9286, -6.4520, 7.0373], [7.1958, -4.8929, 7.9823], [5.1830, -5.3601, 9.1047], [3.8360, 5.4531, 9.6742], [2.5983, 4.1893, 9.7081], [4.8665, 5.3527, 11.1089], [4.8086, 5.3335, 8.2003], [3.3376, 6.4207, 9.6777], [-0.5452, 9.7683, -4.1465], [0.4430, 10.1764, -2.7367], [-1.1467, 11.2356, -4.9307], [0.3796, 8.7845, -5.2906], [-1.4007, 9.1864, -3.8078]]
}


{
  "formula": "C12H8BKO8",
  "method": "ωB97M-V/def2-TZVPD",
  "multiplicity": 1,
  "e_homo_ha": 0.1755,
  "orbital_gap_ev": 2.5,
  "charge": -4,
  "elements": ["K", "B", "H", "H", "H", "H", "C", "C", "C", "O", "C", "C", "C", "O", "O", "O", "H", "H", "C", "C", "C", "O", "C", "C", "C", "O", "O", "O", "H", "H"],
  "coordinates": [[-0.1543, -1.8184, -1.9029], [0.0680, -0.2498, -4.4136], [0.6106, -0.0812, -5.3309], [-0.6423, 0.5619, -4.3870], [-0.3596, -1.2400, -4.3855], [0.6874, -0.1812, -3.5327], [1.8176, 0.8702, 1.8806], [1.9220, -0.4742, 2.2195], [2.2122, -1.6049, 1.2051], [2.3112, -2.8529, 1.4938], [2.3153, -1.3524, -0.1264], [2.2621, 0.0770, -0.5297], [1.9639, 1.3185, 0.4901], [1.9112, 2.4689, 0.1233], [2.4022, 0.4580, -1.7183], [1.5487, -0.7526, 3.4424], [1.7523, 1.5481, 2.7187], [2.5838, -2.1212, -0.8358], [-1.9763, -0.8122, 0.3461], [-2.4813, -0.7638, 1.6171], [-2.6388, 0.4568, 2.5278], [-2.7550, 0.3635, 3.8436], [-2.3850, 1.6309, 1.9748], [-1.8412, 1.8047, 0.6120], [-1.4961, 0.5032, -0.2054], [-0.8712, 0.5586, -1.2789], [-1.6728, 2.7798, -0.0886], [-2.8629, -1.9431, 1.9611], [-1.9040, -1.6884, -0.2811], [-2.3275, 2.5362, 2.5609]]
}